Entry 1:
Formula: C38H41GeMnN4O3S
Source: the OMol25 dataset
Level of theory: ωB97M-V with the def2-TZVPD basis set

Summary:
* M: 761.39 g/mol
* energy above the lowest of the compared OMol25 structures with the same formula, charge and spin: 12.44 kcal per mole
* total charge: +1
* orbital gap (alpha / beta): 6.06 / 7.29 eV
* HOMO energy (alpha / beta): -9.41 / -10.41 eV
* LUMO energy (alpha / beta): -3.3 / -3.1 eV
* multiplicity: 6
* total energy: -5543.33276 hartree

Last column: Mulliken spin population.
Element x y z (Å)
Ge  1.912  -0.083  -0.604  0.096
Mn  -1.767  -0.173  -1.032  3.948
S  -0.969  2.640  -2.327  0.008
O  -3.104  1.152  -0.982  -0.004
O  -0.671  -1.632  -1.394  0.121
O  -0.555  1.329  -1.614  0.172
N  -2.630  -2.794  -1.539  -0.005
N  -0.931  1.710  1.473  0.009
N  -3.134  -1.528  -1.382  -0.059
N  -1.714  -0.430  1.175  0.009
C  2.519  4.058  2.825  0.003
C  -1.322  -2.756  -1.516  0.060
C  0.850  -3.945  -1.732  -0.010
C  3.927  3.657  -0.578  -0.009
C  -2.163  -1.870  3.033  0.001
C  3.458  2.371  -0.899  0.041
C  -1.869  -0.827  3.913  0.002
C  2.843  3.498  1.568  -0.018
C  -4.441  -1.413  -1.362  0.046
C  -1.112  3.884  -1.018  0.017
C  2.086  -3.327  2.140  0.011
C  1.379  2.041  3.443  0.022
C  0.935  -6.341  -1.696  0.001
C  3.874  -1.784  0.707  0.027
C  -0.447  -6.392  -1.571  0.000
C  2.512  -1.537  0.584  0.140
C  -4.399  1.042  -1.036  0.038
C  -1.182  -5.226  -1.524  -0.003
C  -0.535  -3.993  -1.603  0.006
C  1.582  -5.118  -1.778  0.001
C  4.338  -2.792  1.532  0.004
C  1.628  -2.320  1.311  -0.015
C  2.707  1.629  -0.019  0.286
C  -5.147  2.339  -0.891  -0.008
C  -5.071  -0.153  -1.196  0.004
C  1.801  3.349  3.745  -0.004
C  1.669  1.485  2.228  0.030
C  2.472  -0.414  -2.468  0.120
C  0.309  4.355  -0.723  -0.013
C  2.403  2.196  1.252  -0.097
C  -5.295  -2.634  -1.517  -0.004
C  0.951  4.541  -2.092  0.000
C  -2.075  -1.622  1.685  0.033
C  0.656  3.265  -2.873  0.010
C  -1.384  0.550  2.018  -0.074
C  3.611  4.218  0.624  0.036
C  -1.478  0.389  3.412  -0.013
C  3.443  -3.566  2.250  0.000
H  -1.226  1.209  4.061  0.001
H  2.026  4.699  -2.030  0.001
H  3.720  1.966  -1.866  0.005
H  -5.104  -3.322  -0.693  0.002
H  -5.031  -3.166  -2.430  0.002
H  4.536  4.194  -1.288  -0.002
H  1.385  -3.930  2.694  0.000
H  -0.468  1.600  0.567  0.063
H  3.805  -4.352  2.894  0.000
H  2.865  5.056  3.051  0.000
H  -4.479  3.177  -1.058  -0.001
H  -5.977  2.392  -1.589  0.000
H  1.924  -1.247  -2.891  -0.001
H  -1.727  4.684  -1.431  0.001
H  0.303  5.274  -0.139  -0.001
H  -0.385  2.280  2.109  -0.003
H  1.350  -2.993  -1.780  0.018
H  2.301  0.449  -3.102  -0.015
H  -2.255  -5.255  -1.428  0.000
H  3.533  -0.654  -2.484  0.009
H  0.842  1.468  4.184  0.001
H  1.573  3.779  4.708  0.000
H  -5.553  2.419  0.114  0.002
H  -6.146  -0.135  -1.220  0.003
H  4.587  -1.181  0.163  -0.003
H  -1.931  -0.976  4.980  0.000
H  -0.949  -7.346  -1.509  0.000
H  -6.346  -2.366  -1.532  0.000
H  1.505  -7.256  -1.727  0.000
H  2.657  -5.075  -1.872  0.000
H  0.856  3.597  -0.154  0.009
H  0.558  -2.149  1.219  -0.007
H  1.359  0.470  2.017  -0.066
H  5.398  -2.972  1.618  -0.001
H  1.340  2.462  -2.591  0.012
H  -1.655  3.413  -0.200  -0.001
H  -2.316  -2.390  0.962  0.004
H  -2.458  -2.841  3.387  0.000
H  0.510  5.403  -2.594  0.000
H  0.650  3.379  -3.952  -0.001
H  3.954  5.207  0.879  0.001

***

Entry 2:
Formula: C9H20BrF6O10S2V
Source: the OMol25 dataset
Level of theory: ωB97M-V with the def2-TZVPD basis set

Summary:
* M: 597.22 g/mol
* total charge: -1
* orbital gap (alpha / beta): 7.75 / 7.88 eV
* HOMO energy (alpha / beta): -5.86 / -5.89 eV
* LUMO energy (alpha / beta): 1.9 / 2.0 eV
* multiplicity: 2
* total energy: -6021.09301 hartree

Last column: natural (NBO) charge in e.
Element x y z (Å)
Br  2.875  -2.228  -0.972  -0.539
V  0.763  -0.692  -0.234  1.425
S  -1.331  -3.269  -1.696  2.347
S  0.678  -2.912  2.395  2.349
F  -1.320  -1.877  3.833  -0.327
F  -3.734  -3.190  -0.544  -0.326
F  -3.402  -1.550  -1.953  -0.333
F  0.667  -1.277  4.510  -0.332
F  -3.798  -3.541  -2.679  -0.321
F  -0.061  -3.293  4.878  -0.313
O  -1.198  -4.440  -0.864  -0.935
O  -0.724  -2.054  -1.114  -1.004
O  0.387  -1.789  1.474  -1.032
O  2.091  -3.102  2.677  -0.943
O  2.142  0.748  0.875  -0.719
O  -0.072  -4.113  2.109  -0.909
O  0.814  2.387  -4.223  -0.707
O  0.787  0.180  -1.652  -0.499
O  -0.982  0.464  0.487  -0.728
O  -1.033  -3.459  -3.097  -0.954
C  -2.756  -0.955  1.417  -0.654
C  -0.472  3.564  -2.555  -0.616
C  3.304  -0.147  2.802  -0.660
C  0.816  3.512  -3.354  0.095
C  -0.060  -2.283  4.011  0.709
C  -1.737  0.149  1.682  -0.061
C  1.019  4.748  -4.231  -0.647
C  2.187  0.744  2.341  -0.067
C  -3.192  -2.847  -1.713  0.711
H  -1.244  3.574  -3.333  0.210
H  -2.272  1.073  1.933  0.164
H  0.559  5.695  -3.910  0.202
H  1.691  2.281  -4.600  0.468
H  3.262  -1.186  2.474  0.279
H  -0.573  4.520  -2.040  0.199
H  -2.435  -1.983  1.571  0.251
H  3.263  -0.225  3.899  0.213
H  -1.054  -0.077  2.492  0.201
H  -1.593  0.912  -0.104  0.505
H  -0.564  2.759  -1.831  0.221
H  -3.039  -0.923  0.363  0.224
H  2.387  1.766  2.671  0.168
H  1.635  3.447  -2.629  0.152
H  2.069  5.037  -4.318  0.205
H  4.311  0.226  2.599  0.199
H  0.552  4.609  -5.206  0.219
H  2.812  1.393  0.637  0.504
H  -3.658  -0.762  2.004  0.206
H  1.231  0.387  2.714  0.197

***

Entry 3:
Formula: CH4N2O
Source: the OMol25 dataset
Level of theory: ωB97M-V with the def2-TZVPD basis set

Summary:
* M: 60.06 g/mol
* SMILES string: [H]/N=C/ON
* energy above the lowest of the compared OMol25 structures with the same formula, charge and spin: 89.13 kcal per mole
* orbital gap: 10.96 eV
* HOMO energy: -10.10 eV
* LUMO energy: 0.9 eV
* total energy: -225.14997 hartree

Last column: natural (NBO) charge in e.
Element x y z (Å)
O  0.324  -0.337  -0.761  -0.348
N  1.589  0.070  -0.362  -0.522
N  -1.888  -0.310  -0.431  -0.694
C  -0.712  -0.205  0.039  0.396
H  1.681  1.014  0.112  0.338
H  2.097  -0.498  0.340  0.343
H  -0.372  0.283  0.970  0.116
H  -2.718  -0.017  0.092  0.370

***

Entry 4:
Formula: C15H30BeFO15
Source: the OMol25 dataset
Level of theory: ωB97M-V with the def2-TZVPD basis set

Summary:
* M: 478.40 g/mol
* energy above the lowest of the compared OMol25 structures with the same formula, charge and spin: 201.32 kcal per mole
* total charge: +1
* orbital gap: 1.68 eV
* HOMO energy: -11.95 eV
* LUMO energy: -10.3 eV
* total energy: -1832.09684 hartree

Last column: natural (NBO) charge in e.
Element x y z (Å)
F  -0.426  1.573  -0.692  -0.349
O  -3.528  0.153  4.301  -0.467
O  -0.407  -0.087  -6.944  -0.478
O  -0.835  -1.793  -5.352  -0.698
O  2.834  -2.641  2.243  -0.485
O  -3.182  -0.833  2.246  -0.647
O  -1.502  7.830  5.454  -0.504
O  2.744  -4.647  1.713  -0.458
O  2.742  -1.720  -2.387  -0.686
O  4.347  -2.512  -3.644  -0.467
O  -2.823  8.132  3.637  -0.652
O  0.790  -3.553  1.547  -0.692
O  4.654  -0.582  -2.892  -0.485
O  -0.792  7.030  3.560  -0.498
O  -0.963  -2.114  -7.611  -0.486
O  -3.749  -2.014  4.170  -0.493
C  2.353  -1.513  2.732  -0.242
C  3.568  -3.518  -4.114  -0.251
C  -3.455  -0.893  3.462  1.005
C  1.999  -3.624  1.784  0.997
C  -0.352  0.869  -5.927  -0.258
C  -3.269  -3.303  3.795  -0.255
C  -0.763  -1.364  -6.531  1.006
C  -1.194  -3.553  -7.604  -0.268
C  2.123  -5.958  1.397  -0.276
C  -0.943  6.663  2.233  -0.263
C  -3.125  1.411  3.798  -0.268
C  4.275  0.606  -2.202  -0.262
C  -1.764  7.764  4.164  0.987
C  3.831  -1.636  -2.885  0.995
C  -2.575  8.248  6.403  -0.261
Be  -1.334  -1.805  -1.341  1.236
H  -2.228  -3.241  3.477  0.188
H  -3.128  7.429  6.863  0.198
H  -2.274  -3.666  -7.513  0.193
H  2.694  -6.843  1.679  0.220
H  1.688  -1.077  1.987  0.175
H  1.885  -1.789  3.677  0.180
H  -2.934  2.071  4.644  0.208
H  0.211  0.526  -5.059  0.188
H  -3.251  -4.012  4.622  0.215
H  1.161  -6.206  1.845  0.208
H  4.924  1.393  -2.586  0.207
H  -1.950  6.472  1.861  0.204
H  -3.272  8.907  5.885  0.215
H  2.001  -5.996  0.314  0.191
H  -1.375  1.017  -5.582  0.179
H  -0.383  5.744  2.063  0.184
H  3.238  0.874  -2.405  0.191
H  3.169  -0.813  2.916  0.204
H  -2.157  1.431  3.299  0.198
H  2.789  -3.038  -4.707  0.185
H  -0.974  -4.253  -8.410  0.227
H  4.261  -4.080  -4.740  0.208
H  -0.764  -4.037  -6.726  0.195
H  0.024  1.823  -6.299  0.215
H  -3.814  -3.752  2.965  0.185
H  -2.107  8.918  7.125  0.203
H  3.144  -4.162  -3.343  0.184
H  4.425  0.597  -1.122  0.190
H  -0.360  7.283  1.551  0.186
H  -3.919  1.866  3.205  0.198

***

Q: Which formula does entry 2 have?
A: C9H20BrF6O10S2V

***

Q: Which value of M does entry 2 give?
A: 597.22 g/mol

***

Q: Which formula does entry 4 have?
A: C15H30BeFO15